DFT (ωB97M-V with the def2-TZVPD basis set) results for a cluster of 2 separate species, C4H11NO in total.

```
! wB97M-V def2-TZVPD RIJCOSX def2/J DEFGRID3
* xyz 0 1
C 0.837 1.853 -0.831
C -0.157 1.820 0.076
C -1.534 1.395 -0.382
O -0.028 2.150 1.434
H 0.654 1.472 -1.841
H 1.854 2.295 -0.607
H -1.567 1.310 -1.498
H -1.753 0.457 0.097
H -2.286 2.174 -0.075
H -0.733 1.692 1.901
C 1.177 -3.259 0.118
N -0.197 -3.190 -0.441
H 1.668 -2.230 0.253
H 1.813 -3.931 -0.403
H 1.034 -3.634 1.104
H -0.856 -2.648 0.160
H -0.156 -2.684 -1.366
*
```

Computed properties:
Maximum force (eV/Å): 2.803
SMILES: C=C(C)O.CN
ΔE to the lowest compared entry with this formula, charge and spin (kJ/mol): 191.89
Lowest unoccupied orbital energy (eV): 0.63
Frontier orbital gap (eV): 9.673
HOMO level (eV): -9.039

Mulliken atomic charge list, values in e, 6 entries: -0.850, 0.812, -1.158, -0.522, 0.210, 0.255

DFT (ωB97M-V with the def2-TZVPD basis set) results for a structure of composition C36H28AsNaSSb.

```
! wB97M-V def2-TZVPD RIJCOSX def2/J DEFGRID3
* xyz 1 1
Na 0.973 -0.629 1.706
S -0.826 1.134 1.897
Sb 0.468 2.621 0.789
C 2.321 2.632 1.866
C 3.560 2.316 1.335
C 4.675 2.303 2.158
C 4.552 2.601 3.504
C 3.310 2.913 4.035
C 2.195 2.922 3.217
C -0.434 4.545 1.003
C -1.737 4.701 0.561
C -2.389 5.904 0.765
C -1.743 6.936 1.426
C -0.446 6.768 1.882
C 0.217 5.570 1.669
C 0.534 2.040 -1.281
C -0.699 1.968 -1.908
C -0.778 1.606 -3.240
C 0.374 1.286 -3.939
C 1.604 1.346 -3.307
C 1.689 1.730 -1.979
H 3.679 2.116 0.279
H 5.644 2.076 1.739
H 5.425 2.595 4.140
H 3.207 3.158 5.081
H 1.219 3.168 3.621
H -2.251 3.885 0.068
H -3.401 6.028 0.412
H -2.256 7.871 1.593
H 0.052 7.570 2.405
H 1.236 5.450 2.020
H -1.600 2.196 -1.353
H -1.740 1.585 -3.728
H 0.314 0.996 -4.977
H 2.505 1.112 -3.853
H 2.663 1.814 -1.518
C -2.251 -7.231 0.889
C -3.024 -6.125 0.581
C -2.481 -4.852 0.656
C -1.157 -4.691 1.047
C -0.388 -5.805 1.373
C -0.931 -7.074 1.283
As -0.284 -2.934 1.113
C 0.690 -3.140 -0.556
C 1.868 -3.842 -0.756
C 2.387 -3.967 -2.035
C 1.736 -3.374 -3.106
C 0.570 -2.653 -2.915
C 0.030 -2.534 -1.639
C -1.210 -1.843 -1.283
C -2.054 -1.173 -2.160
C -3.197 -0.558 -1.682
C -3.513 -0.604 -0.332
C -2.691 -1.287 0.549
C -1.545 -1.905 0.080
H -2.680 -8.220 0.828
H -4.054 -6.247 0.276
H -3.091 -3.988 0.411
H 0.644 -5.671 1.699
H -0.329 -7.940 1.519
H 2.374 -4.316 0.082
H 3.290 -4.537 -2.197
H 2.138 -3.486 -4.102
H 0.075 -2.205 -3.765
H -1.833 -1.141 -3.217
H -3.856 -0.043 -2.367
H -4.403 -0.114 0.034
H -2.946 -1.332 1.603
*
```

Computed properties:
Maximum force (eV/Å): 1.081
ΔE to the lowest compared entry with this formula, charge and spin (kJ/mol): 34.30
Lowest unoccupied orbital energy (eV): -2.70
Frontier orbital gap (eV): 8.113
HOMO level (eV): -10.812

Mulliken atomic charge list, values in e, 6 entries: 0.561, -0.601, 1.711, 0.285, -0.250, -0.650

Among the records above, which one has the lowest lowest unoccupied orbital energy? C36H28AsNaSSb

Copy entry 1 word for word.
DFT (ωB97M-V with the def2-TZVPD basis set) results for a cluster of 2 separate species, C4H11NO in total.

```
! wB97M-V def2-TZVPD RIJCOSX def2/J DEFGRID3
* xyz 0 1
C 0.837 1.853 -0.831
C -0.157 1.820 0.076
C -1.534 1.395 -0.382
O -0.028 2.150 1.434
H 0.654 1.472 -1.841
H 1.854 2.295 -0.607
H -1.567 1.310 -1.498
H -1.753 0.457 0.097
H -2.286 2.174 -0.075
H -0.733 1.692 1.901
C 1.177 -3.259 0.118
N -0.197 -3.190 -0.441
H 1.668 -2.230 0.253
H 1.813 -3.931 -0.403
H 1.034 -3.634 1.104
H -0.856 -2.648 0.160
H -0.156 -2.684 -1.366
*
```

Computed properties:
Maximum force (eV/Å): 2.803
SMILES: C=C(C)O.CN
ΔE to the lowest compared entry with this formula, charge and spin (kJ/mol): 191.89
Lowest unoccupied orbital energy (eV): 0.63
Frontier orbital gap (eV): 9.673
HOMO level (eV): -9.039

Mulliken atomic charge list, values in e, 6 entries: -0.850, 0.812, -1.158, -0.522, 0.210, 0.255

What is the formula in the first record? C4H11NO